{
  "formula": "C13H8BrKN2O6",
  "method": "ωB97M-V with the def2-TZVPD basis set",
  "symbols": ["K", "O", "C", "O", "C", "C", "C", "C", "C", "N", "C", "O", "O", "H", "H", "H", "H", "H", "Br", "C", "C", "C", "C", "C", "N", "C", "O", "O", "H", "H", "H"],
  "coordinates": [[-0.19, -1.01, 0.00], [-0.83, 3.74, 0.00], [-0.94, 2.40, 0.00], [-0.02, 1.65, 0.00], [-2.39, 1.97, 0.00], [-3.45, 2.87, 0.00], [-4.73, 2.35, 0.00], [-4.91, 0.97, 0.00], [-3.78, 0.15, 0.00], [-2.55, 0.65, 0.00], [-3.84, -1.37, 0.00], [-5.06, -1.94, 0.00], [-2.86, -2.05, 0.00], [0.12, 3.93, 0.00], [-3.27, 3.93, 0.00], [-5.59, 3.00, 0.00], [-5.91, 0.58, 0.00], [-5.75, -1.28, 0.00], [3.65, 1.92, 0.00], [4.16, 0.03, 0.00], [5.53, -0.21, 0.00], [5.90, -1.54, 0.00], [4.91, -2.51, 0.00], [3.58, -2.14, 0.00], [3.21, -0.84, 0.00], [2.50, -3.24, 0.00], [2.91, -4.40, 0.00], [1.31, -2.82, 0.00], [6.24, 0.60, 0.00], [6.95, -1.82, 0.00], [5.11, -3.57, 0.00]],
  "nbo_charge": [0.9669, -0.6697, 0.7680, -0.5728, 0.0793, -0.1857, -0.1592, -0.2060, 0.0658, -0.3763, 0.7621, -0.6409, -0.5418, 0.5130, 0.2506, 0.2347, 0.2098, 0.4821, -0.0447, 0.2010, -0.3010, -0.1611, -0.2285, 0.1097, -0.4587, 0.7410, -0.6920, -0.8520, 0.2318, 0.2174, 0.2572],
  "energy_ha": -4235.2067,
  "fmax_ev_per_a": 0.85,
  "spin_multiplicity": 1,
  "e_lumo_ha": -0.04580,
  "charge": 0
}

=====

{
  "formula": "C3H7N3O",
  "method": "ωB97M-V with the def2-TZVPD basis set",
  "symbols": ["C", "C", "C", "N", "N", "N", "O", "H", "H", "H", "H", "H", "H", "H"],
  "coordinates": [[-0.34, 1.10, 1.15], [0.55, 1.79, 1.94], [-0.24, -1.11, -1.60], [2.22, 0.45, 1.29], [-0.02, 0.14, 0.36], [-0.86, -0.44, -0.49], [1.80, 1.50, 1.99], [-1.37, 1.57, 1.05], [0.23, 2.58, 2.53], [-0.61, -2.19, -1.52], [-0.76, -0.84, -2.52], [0.74, -0.71, -1.47], [3.21, 0.35, 1.60], [-1.73, 0.14, -0.40]],
  "nbo_charge": [-0.1371, 0.0995, -0.4269, -0.1719, -0.2481, -0.3819, -0.3416, 0.1439, 0.1887, 0.2019, 0.1961, 0.2489, 0.2813, 0.3471],
  "energy_ha": -357.7523,
  "s2": 2.0294,
  "fmax_ev_per_a": 5.47,
  "spin_multiplicity": 3,
  "e_lumo_ha": [0.04168, -0.02262],
  "de_lowest_kj_mol": 226.7,
  "charge": 0
}

=====

{
  "formula": "C7H12ClN5",
  "method": "ωB97M-V with the def2-TZVPD basis set",
  "symbols": ["C", "C", "N", "C", "N", "C", "Cl", "N", "C", "N", "C", "C", "N", "H", "H", "H", "H", "H", "H", "H", "H", "H", "H", "H", "H"],
  "coordinates": [[-2.67, 2.31, 1.48], [-1.36, 2.78, 0.61], [-0.22, 2.00, 1.13], [0.27, 0.82, 0.74], [1.44, 0.26, 1.29], [1.77, -0.80, 0.58], [3.20, -1.56, 1.20], [1.28, -1.22, -0.63], [0.10, -0.75, -0.98], [-0.55, -1.23, -2.09], [-1.80, -0.71, -2.55], [-2.96, -1.08, -1.57], [-0.51, 0.34, -0.37], [-2.34, 2.39, 2.57], [-3.45, 3.07, 1.36], [-3.03, 1.38, 0.92], [-1.01, 3.76, 0.94], [-1.57, 2.85, -0.43], [0.37, 2.51, 1.91], [0.06, -2.02, -2.53], [-2.05, -1.42, -3.41], [-1.89, 0.45, -2.78], [-3.08, -2.16, -1.58], [-3.91, -0.41, -1.89], [-2.67, -0.58, -0.58]],
  "nbo_charge": [-0.6326, -0.1976, -0.5741, 0.6029, -0.5550, 0.4328, 0.0346, -0.5993, 0.6037, -0.6073, -0.2225, -0.6261, -0.6315, 0.2220, 0.2052, 0.2346, 0.1902, 0.2194, 0.4093, 0.4247, 0.2082, 0.2105, 0.2114, 0.2036, 0.2330],
  "energy_ha": -1007.8735,
  "fmax_ev_per_a": 4.06,
  "spin_multiplicity": 1,
  "e_lumo_ha": 0.02819,
  "de_lowest_kj_mol": 77.0,
  "charge": 0,
  "smiles": "CCNc1nc(Cl)nc(NCC)n1"
}

=====

{
  "formula": "C2H2N2OS",
  "method": "ωB97M-V with the def2-TZVPD basis set",
  "symbols": ["S", "C", "C", "N", "N", "O", "H", "H"],
  "coordinates": [[-2.03, -0.51, -0.05], [-0.34, -0.36, 0.04], [0.50, 0.71, -0.01], [1.81, 0.16, -0.03], [1.77, -1.06, -0.03], [0.37, -1.48, -0.01], [-2.36, 0.81, 0.27], [0.27, 1.72, -0.18]],
  "nbo_charge": [0.0987, 0.1237, -0.2223, -0.1523, 0.1096, -0.3373, 0.1536, 0.2263],
  "energy_ha": -660.2738,
  "fmax_ev_per_a": 2.51,
  "spin_multiplicity": 1,
  "e_lumo_ha": 0.01344,
  "de_lowest_kj_mol": 194.1,
  "charge": 0,
  "smiles": "Sc1cnno1"
}